Record 1
# C41H42As2Br4MnN4O14

A structure of composition C41H42As2Br4MnN4O14 (the ωB97M-V functional and the def2-TZVPD basis, the OMol25 dataset).

```
108
C41H42As2Br4MnN4O14, DFT the ωB97M-V functional and the def2-TZVPD basis
Mn 0.7173 -0.5023 -0.6558
C 1.9131 2.6525 2.6019
O 1.9345 1.4470 3.3617
C 2.7847 0.4986 2.8424
C 4.0049 0.2926 3.4362
C 4.8745 -0.7121 2.9915
C 4.4763 -1.5171 1.9539
C 3.2386 -1.3225 1.3188
C 2.8033 -2.2948 0.3478
N 1.7465 -2.1748 -0.3732
N 1.3683 -3.2618 -1.1472
C 0.2947 -2.9369 -1.8287
O -0.2901 -1.8011 -1.7699
C -0.2854 -3.9663 -2.7374
C -1.3344 -3.6055 -3.5759
C -1.8919 -4.5414 -4.4342
C -1.4088 -5.8421 -4.4552
C -0.3652 -6.2062 -3.6133
C 0.1959 -5.2725 -2.7574
C 2.3670 -0.2803 1.7229
O 1.2054 -0.0675 1.1808
H 1.1323 3.2792 3.0314
H 1.7036 2.4460 1.5540
H 2.8814 3.1617 2.6790
H 4.2707 0.9241 4.2761
H 5.8300 -0.8617 3.4769
H 5.1081 -2.3308 1.6150
H 3.3567 -3.2282 0.2547
H -1.7049 -2.5908 -3.5322
H -2.7098 -4.2543 -5.0830
H -1.8470 -6.5731 -5.1241
H 0.0103 -7.2224 -3.6228
H 1.0094 -5.5377 -2.0972
Br 1.5848 2.7269 -6.7394
C 0.9503 2.1636 -5.0435
C -0.1318 2.7918 -4.4567
Br -1.0246 4.2148 -5.3276
C -0.5675 2.3732 -3.1855
Br -2.0672 3.1364 -2.3295
C 0.1012 1.3760 -2.4977
O -0.2417 0.9871 -1.2862
C 1.2242 0.7104 -3.0970
O 1.8053 -0.2128 -2.4109
C 1.6066 1.1213 -4.3755
Br 3.0277 0.1513 -5.1689
C 0.7773 -3.5779 2.6155
O -0.2660 -2.6470 2.3471
C -0.4778 -1.7393 3.3126
O 0.2122 -1.6663 4.3042
C -1.6285 -0.8559 2.9993
C -2.4175 -0.4804 4.0045
As -4.0154 0.6723 3.7997
C -5.1431 -0.3838 5.0191
C -4.6213 0.0033 2.0802
C -3.7715 -0.2300 0.9875
As -1.8470 -0.2647 1.1369
C -1.5437 1.6470 1.5124
C -4.2084 -0.0909 -0.3839
O -5.1898 0.4916 -0.8150
O -3.2900 -0.6535 -1.2427
C -3.3787 -0.3035 -2.6086
C -6.0497 -0.0975 2.0572
O -6.8198 0.5332 2.7843
O -6.5253 -1.0982 1.2584
C -7.8997 -1.0106 0.9536
C -2.1545 -0.8956 5.4188
O -2.5520 -1.9237 5.9029
O -1.5458 0.0163 6.2063
C -0.8321 1.0901 5.5789
H 0.8946 -4.1574 1.7031
H 0.4996 -4.2226 3.4514
H 1.7008 -3.0574 2.8679
H -4.7532 -0.2966 6.0328
H -5.1521 -1.4309 4.7222
H -6.1444 0.0357 4.9611
H -2.1296 2.0130 2.3570
H -1.8282 2.1832 0.6071
H -0.4818 1.7804 1.7015
H -2.3587 -0.1512 -2.9657
H -3.9689 0.6023 -2.7431
H -3.8462 -1.1177 -3.1708
H -8.1135 -1.8465 0.2893
H -8.1203 -0.0709 0.4427
H -8.5171 -1.0741 1.8527
H -0.3943 1.6574 6.3975
H -1.5063 1.7323 5.0093
H -0.0460 0.7030 4.9323
C 4.8262 0.6768 -1.6427
N 4.3013 1.9966 -1.9231
C 4.9721 2.7324 -2.9744
C 4.5959 4.1998 -2.9432
C 3.0884 4.3136 -2.8577
N 2.6145 3.6009 -1.6886
C 1.3851 4.0712 -1.0845
C 3.1438 2.3946 -1.3050
O 2.6271 1.7093 -0.4269
H 5.7959 0.7471 -1.1363
H 4.9429 0.1196 -2.5750
H 4.1258 0.1427 -1.0093
H 4.7267 2.2972 -3.9521
H 6.0524 2.6153 -2.8315
H 4.9712 4.6988 -3.8386
H 5.0412 4.6825 -2.0686
H 2.6206 3.9174 -3.7694
H 2.7815 5.3576 -2.7622
H 1.5748 4.9300 -0.4312
H 0.9259 3.2687 -0.5135
H 0.6831 4.3733 -1.8627
```

net charge	-2
⟨S²⟩	8.801
calculated total energy	-18778.717909	hartree
HOMO level (spin up / spin down)	-0.61 / -3.01	eV
2S+1	6
largest force on an atom	0.49	eV/Å
HOMO-LUMO gap (spin up / spin down)	4.14 / 6.54	eV

Record 2
# C21H47N13O30

A cluster of 14 separate species, C21H47N13O30 in total at a distorted geometry (the ωB97M-V functional and the def2-TZVPD basis, the OMol25 dataset).

```
111
C21H47N13O30, DFT the ωB97M-V functional and the def2-TZVPD basis
O -4.8219 -1.8932 -2.5271
C -4.1794 -2.6976 -1.7792
O -4.4523 -4.0784 -2.0051
O -3.2619 -2.2733 -0.7770
C -3.9804 -1.3857 0.1297
O -3.1898 -0.9001 1.2271
C -2.0401 -0.1704 0.7880
C -2.0582 0.8366 -0.4035
C -0.7765 1.5874 -0.8354
C 0.6187 1.4054 -0.1255
C 0.6368 0.4140 1.0851
C -0.6556 -0.3291 1.5167
H -4.9299 -4.1330 -2.8838
H -4.4199 -0.5034 -0.4497
H -4.8515 -1.9994 0.5730
H -3.0437 1.0038 -0.9449
H -0.8442 2.3058 -1.7188
H 1.5448 1.9798 -0.4998
H 1.6346 0.2822 1.6468
H -0.5584 -1.0263 2.4259
C -4.4546 -6.0118 -5.7432
N -5.3550 -4.8693 -5.4402
O -5.7001 -4.1664 -6.3695
O -5.6860 -4.7185 -4.2704
H -4.2475 -6.0211 -6.8118
H -3.5372 -5.8671 -5.1730
H -4.9685 -6.9239 -5.4415
C -8.6422 -4.3298 -8.1806
N -8.1566 -5.4316 -9.0525
O -8.9974 -6.1386 -9.5841
O -6.9470 -5.5479 -9.1723
H -9.7305 -4.3463 -8.1671
H -8.2416 -4.5001 -7.1820
H -8.2759 -3.3933 -8.5992
C 2.8807 5.4373 0.8617
N 2.7754 4.0647 1.4236
O 2.8502 3.9459 2.6361
O 2.6211 3.1497 0.6259
H 3.0123 6.1386 1.6768
H 3.7425 5.4590 0.1954
H 1.9553 5.6419 0.3225
C 6.6714 7.7643 0.5756
N 5.3043 7.1850 0.5063
O 5.0062 6.5650 -0.5117
O 4.5749 7.3711 1.4740
H 7.2004 7.5239 -0.3396
H 6.5662 8.8412 0.6884
H 7.1719 7.3224 1.4377
C -7.4597 -1.2102 -3.8087
N -8.8124 -1.8192 -3.8850
O -9.0893 -2.4539 -4.8909
O -9.5502 -1.6393 -2.9289
H -6.9145 -1.4496 -4.7198
H -7.5887 -0.1329 -3.7081
H -6.9594 -1.6322 -2.9385
C 8.7507 11.1760 -1.9634
N 8.2841 10.1408 -1.0044
O 8.5311 10.3185 0.1776
O 7.6851 9.1845 -1.4725
H 9.2634 11.9610 -1.4103
H 9.4293 10.6918 -2.6647
H 7.8726 11.5724 -2.4719
C -9.4249 -3.7413 -0.1997
N -8.2067 -3.5517 0.6311
O -8.3080 -3.7526 1.8300
O -7.1896 -3.2066 0.0481
H -10.2470 -4.0456 0.4456
H -9.6448 -2.7893 -0.6820
H -9.2044 -4.5152 -0.9341
C 8.3826 5.2005 4.8024
N 8.4602 6.2777 3.7815
O 8.8539 5.9695 2.6674
O 8.1229 7.3972 4.1334
H 8.7109 4.2652 4.3526
H 9.0367 5.4822 5.6270
H 7.3447 5.1295 5.1269
C -0.9191 -4.3772 2.2165
N 0.3015 -4.2263 3.0502
O 0.1933 -4.4349 4.2500
O 1.3271 -3.9039 2.4731
H -1.7503 -4.6650 2.8579
H -1.1141 -3.4154 1.7415
H -0.7176 -5.1511 1.4760
C 4.0685 -1.3699 0.1167
N 3.3786 -0.8614 -1.0975
O 2.2457 -1.2611 -1.3061
O 4.0004 -0.0777 -1.7975
H 3.4008 -2.0527 0.6399
H 4.9704 -1.8865 -0.2101
H 4.3091 -0.5105 0.7418
C 2.0159 -6.6379 -0.5636
N 0.6498 -7.2180 -0.6413
O 0.3589 -7.8351 -1.6515
O -0.0831 -7.0321 0.3180
H 2.5524 -6.8800 -1.4793
H 1.9089 -5.5590 -0.4526
H 2.5108 -7.0776 0.3016
C 5.9284 8.7776 6.5143
N 5.8263 7.4074 7.0800
O 5.9029 7.2931 8.2922
O 5.6730 6.4941 6.2851
H 6.0620 9.4850 7.3308
H 6.7882 8.7930 5.8450
H 5.0035 8.9800 5.9753
C -0.4272 -6.9777 5.5508
N 0.3216 -8.0680 6.2288
O 0.0315 -8.3111 7.3895
O 1.1751 -8.6420 5.5713
H -1.1490 -6.5595 6.2502
H 0.2959 -6.2220 5.2457
H -0.9328 -7.4128 4.6891
```

calculated total energy	-3795.961279	hartree
HOMO level	-8.18	eV
largest force on an atom	5.06	eV/Å
HOMO-LUMO gap	7.53	eV

Record 3
# C8H15N

An isolated molecule of C8H15N at a distorted geometry (the ωB97M-V functional and the def2-TZVPD basis, the OMol25 dataset).

```
24
C8H15N, DFT the ωB97M-V functional and the def2-TZVPD basis
C -0.2929 0.5087 -0.1690
C 0.3578 -0.5677 0.5784
C -0.7604 0.3936 -1.6670
C 0.5152 0.8871 -2.1379
C -0.1942 1.9274 0.3922
C 0.6282 -1.9138 -0.0428
C 1.3070 -0.2366 1.7010
C -1.3811 -0.3818 0.8684
N -2.2735 -1.2290 0.4995
H -2.0451 -1.7076 -0.3690
H -0.9902 -0.6442 -1.9124
H -1.6091 1.0579 -1.8103
H 1.3526 0.2195 -2.2916
H 0.6346 1.9191 -2.4343
H -1.5716 0.1313 1.8089
H 0.8350 2.2762 0.4540
H -0.7626 2.6173 -0.2304
H -0.6072 1.9972 1.3990
H 1.6861 -1.9625 -0.3195
H 2.2598 0.1161 1.2848
H 0.0494 -2.1114 -0.9405
H 0.4224 -2.7126 0.6725
H 0.9312 0.5407 2.3641
H 1.5086 -1.1248 2.3021
```

calculated total energy	-368.401779	hartree
HOMO level (spin up / spin down)	-7.48 / -6.67	eV
largest force on an atom	2.44	eV/Å
HOMO-LUMO gap (spin up / spin down)	7.87 / 7.10	eV